[1]
{"formula": "C25H35ClMoN5O6S2Si2", "method": "the ωB97M-V functional and the def2-TZVPD basis", "orbital_gap_ev": [5.18, 5.17], "total_charge": 1, "e_tot_ha": -3602.4949, "mol_weight_da": 753.28, "elements": ["Mo", "C", "Si", "C", "C", "N", "C", "C", "C", "C", "C", "C", "N", "Si", "C", "C", "C", "H", "H", "H", "H", "H", "H", "H", "H", "H", "H", "H", "H", "H", "H", "H", "H", "H", "H", "H", "H", "H", "H", "N", "C", "C", "N", "C", "C", "N", "H", "H", "H", "H", "H", "O", "S", "O", "O", "S", "C", "C", "C", "C", "Cl", "C", "C", "C", "O", "C", "C", "O", "O", "H", "H", "H", "H", "H", "H", "H", "H"], "coordinates": [[-1.139, 0.782, -0.227], [0.130, 0.174, -3.332], [1.342, 1.279, -2.353], [1.059, 3.120, -2.743], [3.138, 0.658, -2.437], [0.710, 1.038, -0.689], [1.322, 1.591, 0.403], [2.507, 2.336, 0.377], [3.058, 2.793, 1.555], [2.446, 2.519, 2.778], [1.281, 1.785, 2.832], [0.693, 1.308, 1.655], [-0.422, 0.517, 1.585], [-1.540, 0.274, 2.964], [-3.098, -0.229, 1.953], [-0.942, -1.133, 4.101], [-1.870, 1.959, 3.791], [0.271, 0.316, -4.399], [-0.915, 0.424, -3.108], [0.277, -0.886, -3.131], [1.627, 3.438, -3.611], [1.341, 3.765, -1.914], [0.009, 3.324, -2.949], [3.271, -0.007, -3.284], [3.449, 0.126, -1.542], [3.827, 1.485, -2.585], [2.982, 2.557, -0.566], [3.969, 3.372, 1.526], [2.890, 2.883, 3.692], [0.817, 1.565, 3.778], [-2.890, -1.044, 1.254], [-3.478, 0.637, 1.398], [-3.908, -0.570, 2.589], [-1.087, -2.114, 3.655], [-1.529, -1.113, 5.012], [0.103, -1.052, 4.387], [-1.555, 2.777, 3.144], [-1.355, 2.071, 4.740], [-2.930, 2.095, 3.989], [-5.499, -1.803, -2.725], [-4.874, -0.648, -2.480], [-3.688, -0.575, -1.706], [-3.069, 0.583, -1.497], [-3.599, 1.684, -2.053], [-4.788, 1.602, -2.777], [-5.414, 0.469, -2.980], [-5.121, -2.693, -2.447], [-6.352, -1.770, -3.262], [-3.259, -1.479, -1.280], [-3.123, 2.649, -1.921], [-5.233, 2.492, -3.197], [-2.962, 4.701, -1.469], [-2.126, 5.050, -0.351], [-0.779, 5.436, -0.633], [-2.742, 5.455, 0.865], [-1.607, 2.874, 0.174], [2.987, -4.809, 2.236], [3.325, -4.108, 0.959], [4.618, -4.072, 0.464], [4.906, -3.406, -0.719], [6.525, -3.360, -1.314], [3.902, -2.768, -1.428], [2.608, -2.786, -0.937], [2.317, -3.455, 0.239], [1.043, -3.514, 0.770], [0.265, -2.366, 0.670], [-0.610, -2.212, -0.580], [-0.818, -3.039, -1.422], [-1.162, -1.003, -0.599], [3.870, -5.260, 2.678], [2.251, -5.589, 2.056], [2.547, -4.113, 2.948], [5.405, -4.567, 1.009], [4.122, -2.280, -2.362], [1.815, -2.303, -1.489], [0.878, -1.450, 0.741], [-0.419, -2.390, 1.530]], "mulliken_charge": [-1.1683, -0.9205, 0.1384, -1.1329, -1.3898, 1.5354, 0.7903, -0.8753, -1.0621, -1.0142, -0.6838, 0.8904, 0.8385, 0.2689, -0.8245, -1.2824, -1.2337, 0.5554, 0.1290, 0.2174, 0.4503, 0.3562, 0.2520, 0.4495, 0.4488, 0.5373, 0.4268, 0.4770, 0.4652, 0.4531, 0.1377, 0.1426, 0.6226, 0.3624, 0.4313, 0.4080, 0.3804, 0.3926, 0.4535, -0.3797, 0.3860, -0.6208, 0.7819, -0.2112, -0.4542, -0.6208, 0.2102, 0.2600, 0.0944, 0.0346, 0.4678, -0.5425, 1.1043, -0.4720, -0.4810, -0.1222, -1.2865, 1.0712, -0.8940, 0.1911, -0.2223, -1.1425, -0.1073, 0.0653, -0.5370, 0.0799, 0.0341, -0.5263, 0.4722, 0.4159, 0.3241, 0.2584, 0.3966, 0.5327, 0.6269, 0.3821, 0.0068]}

***

[2]
{"formula": "C15H44O23S4", "method": "the ωB97M-V functional and the def2-TZVPD basis", "orbital_gap_ev": 10.14, "relative_energy_kcal_mol": 50.6, "e_tot_ha": -3920.8683, "mol_weight_da": 720.76, "elements": ["O", "S", "O", "O", "C", "C", "O", "H", "H", "H", "H", "O", "S", "O", "O", "C", "C", "O", "H", "H", "H", "H", "O", "S", "O", "O", "C", "C", "O", "H", "H", "H", "H", "O", "S", "O", "O", "C", "C", "O", "H", "H", "H", "H", "C", "O", "H", "H", "H", "H", "C", "O", "H", "H", "H", "H", "C", "O", "H", "H", "H", "H", "C", "O", "H", "H", "H", "H", "C", "O", "H", "H", "H", "H", "C", "O", "H", "H", "H", "H", "C", "O", "H", "H", "H", "H"], "coordinates": [[-4.673, -0.521, -0.087], [-5.485, -1.438, -0.898], [-6.346, -2.433, -0.193], [-6.365, -0.650, -2.051], [-5.636, -0.483, -3.260], [-4.785, -1.803, -3.214], [-4.494, -2.302, -1.911], [-6.288, -0.332, -4.119], [-5.077, 0.453, -3.270], [-3.837, -1.524, -3.675], [-5.285, -2.655, -3.676], [3.771, 0.550, 0.261], [4.271, -0.818, -0.022], [3.424, -1.972, 0.232], [5.008, -0.915, -1.518], [6.456, -0.847, -1.445], [6.874, -1.346, -0.051], [5.741, -1.031, 0.757], [6.782, -1.536, -2.224], [6.780, 0.150, -1.745], [7.620, -0.696, 0.405], [7.171, -2.395, -0.031], [6.035, -0.613, -4.417], [4.644, -0.773, -4.836], [4.292, -1.015, -6.224], [4.030, -2.057, -3.967], [2.743, -1.800, -3.481], [2.637, -0.263, -3.298], [3.666, 0.332, -4.138], [2.043, -2.199, -4.215], [2.657, -2.482, -2.635], [2.769, 0.005, -2.250], [1.701, 0.154, -3.671], [1.060, 1.664, 1.423], [0.630, 1.154, 0.127], [0.874, 1.804, -1.152], [0.996, -0.491, 0.031], [0.209, -1.194, 0.952], [-1.110, -0.510, 0.993], [-1.000, 0.646, 0.166], [0.097, -2.235, 0.652], [0.717, -1.183, 1.917], [-1.276, -0.210, 2.028], [-1.929, -1.196, 0.776], [-3.096, -3.930, 0.659], [-2.429, -3.623, -0.511], [-2.523, -4.629, 1.269], [-3.416, -3.045, 1.208], [-4.014, -4.415, 0.328], [-3.070, -3.178, -1.070], [-1.943, -1.562, 4.761], [-0.778, -1.210, 4.135], [-2.603, -0.740, 4.484], [-2.403, -2.540, 4.618], [-1.913, -1.472, 5.847], [-0.699, -0.257, 4.217], [-1.884, 2.227, 4.888], [-0.941, 1.560, 4.032], [-2.737, 1.619, 5.190], [-1.445, 2.546, 5.833], [-2.362, 3.081, 4.406], [-0.932, 1.924, 3.143], [2.199, 0.451, 4.935], [2.633, -0.094, 6.142], [1.453, -0.211, 4.495], [1.811, 1.463, 5.056], [3.074, 0.560, 4.293], [2.903, -1.007, 6.016], [-2.333, 3.282, -0.653], [-1.715, 4.160, -1.584], [-3.122, 3.875, -0.191], [-2.708, 2.376, -1.128], [-1.605, 2.975, 0.098], [-0.770, 4.004, -1.508], [-1.685, 0.176, -2.526], [-1.827, 0.174, -3.980], [-1.188, 1.136, -2.391], [-2.607, 0.119, -1.948], [-1.028, -0.618, -2.170], [-2.046, 1.089, -4.174], [0.688, 5.183, 0.331], [1.299, 4.897, -0.913], [1.067, 6.069, 0.840], [-0.365, 5.446, 0.227], [0.701, 4.354, 1.039], [2.245, 4.790, -0.790]], "mulliken_charge": [-0.4210, 0.9741, -0.5689, -0.3549, -0.1732, -0.4681, -0.3624, 0.3176, 0.1687, 0.3000, 0.4241, -0.4985, 1.0444, -0.5615, -0.2061, -0.4052, -0.2790, -0.3901, 0.3120, 0.3096, 0.2757, 0.2700, -0.5456, 1.1618, -0.5639, -0.3757, -0.2689, 0.5174, -0.3519, 0.3959, 0.2423, -0.4747, 0.3239, -0.6178, 0.9191, -0.5419, -0.1488, -0.2881, 0.7924, 0.0673, 0.5375, 0.1214, -0.3287, -0.4690, -0.7686, -0.5176, 0.2512, 0.2501, 0.3542, 0.5759, -0.7138, -0.4514, 0.2096, 0.2918, 0.2998, 0.2165, -0.7210, -0.2978, 0.2835, 0.2775, 0.2900, 0.1434, -0.0894, -0.5897, -0.0442, 0.2206, 0.2895, 0.3030, 0.0730, -0.6074, 0.4877, -0.0582, -0.1399, 0.3174, -0.1094, -0.6139, 0.2562, 0.0840, 0.0441, 0.3474, -0.5633, -0.4982, 0.4052, 0.2602, 0.1371, 0.3034]}

***

[3]
{"formula": "C2H5NOS2", "method": "the ωB97M-V functional and the def2-TZVPD basis", "orbital_gap_ev": 8.52, "relative_energy_kcal_mol": 37.1, "e_tot_ha": -1005.5147, "mol_weight_da": 123.20, "elements": ["N", "C", "O", "H", "C", "S", "H", "H", "S", "H", "H"], "coordinates": [[-0.634, -1.531, -2.088], [-1.619, -2.217, -1.975], [-2.556, -2.889, -1.760], [0.236, -1.614, -2.369], [0.695, -3.896, 1.968], [0.881, -2.396, 1.405], [0.756, -4.046, 3.111], [0.540, -4.757, 1.300], [-0.202, 4.143, -2.138], [0.172, 3.321, -3.156], [0.286, 3.363, -1.225]], "mulliken_charge": [-0.3888, 0.5815, -0.4279, 0.2410, -0.2941, -0.1782, 0.2264, 0.2411, -0.2787, 0.1439, 0.1338]}

***

[4]
{"formula": "C5H14N2O2", "method": "the ωB97M-V functional and the def2-TZVPD basis", "orbital_gap_ev": [8.23, 8.23], "relative_energy_kcal_mol": 152.4, "e_tot_ha": -458.6947, "mol_weight_da": 134.18, "elements": ["C", "C", "N", "O", "H", "H", "H", "H", "H", "H", "H", "C", "C", "N", "C", "O", "H", "H", "H", "H", "H", "H", "H"], "coordinates": [[-0.962, 1.472, 0.745], [-1.741, 1.752, -0.500], [-1.885, -1.541, -0.209], [-0.892, -0.716, 0.274], [-1.886, -2.430, 0.290], [-1.779, -1.678, -1.216], [-1.535, 1.110, 1.589], [-0.366, 2.335, 1.029], [-1.061, 1.855, -1.348], [-2.270, 2.710, -0.398], [-2.493, 0.988, -0.692], [1.430, -1.689, 0.987], [1.102, -0.590, 0.018], [1.412, -0.860, -1.312], [1.082, 0.759, 0.432], [1.374, 1.749, -0.528], [2.315, 1.691, -0.744], [1.037, -0.171, -1.951], [1.177, -1.798, -1.607], [1.421, 0.974, 1.440], [1.079, -1.432, 1.984], [0.931, -2.620, 0.700], [2.510, -1.869, 1.017]], "mulliken_charge": [-0.4207, -0.9539, -0.4618, -0.4041, 0.1971, 0.1927, 0.3458, 0.4345, 0.2311, 0.3387, 0.2981, -1.5649, 1.4583, -0.5780, -0.9460, -0.5505, 0.3310, 0.2443, 0.2753, 0.4052, 0.3691, 0.3634, 0.3953]}

***

[5]
{"formula": "C33H73O3P2", "method": "the ωB97M-V functional and the def2-TZVPD basis", "orbital_gap_ev": 5.52, "total_charge": 1, "relative_energy_kcal_mol": 150.2, "e_tot_ha": -2209.1832, "mol_weight_da": 579.89, "elements": ["C", "C", "C", "C", "P", "C", "C", "C", "C", "C", "C", "C", "C", "C", "C", "C", "C", "H", "H", "H", "H", "H", "H", "H", "H", "H", "H", "H", "H", "H", "H", "H", "H", "H", "H", "H", "H", "H", "H", "H", "H", "H", "H", "H", "H", "H", "H", "H", "H", "H", "H", "H", "H", "C", "C", "C", "C", "P", "C", "C", "C", "C", "C", "C", "C", "C", "C", "C", "C", "C", "H", "H", "H", "H", "H", "H", "H", "H", "H", "H", "H", "H", "H", "H", "H", "H", "H", "H", "H", "H", "H", "H", "H", "H", "H", "H", "H", "H", "H", "H", "H", "H", "H", "H", "H", "H", "O", "C", "O", "O", "H"], "coordinates": [[5.011, -1.905, -0.926], [5.664, -3.263, -0.557], [5.444, -3.846, 0.850], [5.640, -2.938, 2.118], [5.936, -3.629, 3.676], [7.310, -4.960, 3.799], [6.834, -6.330, 3.269], [7.908, -7.455, 3.420], [7.249, -8.776, 3.053], [4.357, -4.479, 4.207], [4.448, -4.850, 5.684], [3.088, -5.455, 6.126], [1.938, -4.439, 6.454], [6.278, -2.132, 4.745], [4.987, -1.246, 4.744], [5.206, -0.188, 5.833], [4.050, 0.760, 6.144], [5.525, -1.093, -0.411], [3.981, -1.753, -0.603], [5.233, -1.739, -1.980], [6.751, -3.237, -0.629], [5.351, -3.974, -1.322], [6.225, -4.606, 0.882], [4.438, -4.261, 0.803], [4.760, -2.303, 2.223], [6.491, -2.276, 1.955], [7.485, -5.040, 4.872], [8.098, -4.322, 3.400], [6.433, -6.341, 2.256], [6.012, -6.727, 3.866], [8.243, -7.539, 4.454], [8.774, -7.095, 2.865], [6.433, -9.025, 3.731], [7.875, -9.662, 2.942], [6.678, -8.798, 2.124], [4.045, -5.338, 3.613], [3.484, -3.828, 4.153], [4.674, -3.876, 6.117], [5.321, -5.496, 5.775], [3.349, -6.129, 6.943], [2.678, -6.122, 5.368], [1.256, -4.306, 5.614], [2.353, -3.550, 6.928], [1.520, -4.973, 7.307], [7.196, -1.674, 4.379], [6.497, -2.460, 5.762], [4.146, -1.871, 5.043], [4.813, -0.802, 3.764], [6.097, 0.344, 5.500], [5.334, -0.709, 6.781], [3.806, 1.375, 5.278], [4.181, 1.403, 7.015], [3.188, 0.112, 6.299], [-2.120, 6.152, -0.609], [-1.747, 5.451, -1.925], [-2.923, 5.577, -2.929], [-4.301, 5.158, -2.408], [-5.490, 4.542, -3.579], [-4.825, 2.809, -3.944], [-3.405, 2.547, -4.575], [-3.261, 1.034, -4.910], [-2.472, 0.760, -6.124], [-7.170, 4.396, -2.828], [-7.361, 3.504, -1.547], [-7.813, 2.013, -1.956], [-9.372, 1.751, -2.161], [-5.404, 5.389, -5.127], [-6.094, 4.794, -6.339], [-5.714, 5.643, -7.635], [-6.865, 5.503, -8.735], [-1.286, 5.920, 0.054], [-3.014, 5.828, -0.075], [-2.242, 7.227, -0.736], [-1.474, 4.434, -1.645], [-0.929, 5.986, -2.407], [-2.709, 5.174, -3.919], [-2.911, 6.663, -3.032], [-4.784, 5.840, -1.708], [-4.137, 4.308, -1.745], [-5.467, 2.176, -4.558], [-4.776, 2.215, -3.031], [-2.669, 2.690, -3.783], [-3.358, 3.192, -5.452], [-4.246, 0.727, -5.262], [-3.075, 0.506, -3.975], [-2.144, -0.279, -6.155], [-1.706, 1.535, -6.146], [-3.086, 0.911, -7.012], [-7.928, 4.428, -3.610], [-7.363, 5.421, -2.511], [-8.117, 3.909, -0.875], [-6.426, 3.401, -0.996], [-7.517, 1.342, -1.150], [-7.157, 1.528, -2.679], [-9.672, 0.708, -2.264], [-9.549, 2.238, -3.120], [-9.805, 2.251, -1.294], [-4.352, 5.518, -5.381], [-5.771, 6.383, -4.873], [-7.179, 4.702, -6.293], [-5.816, 3.743, -6.419], [-4.739, 5.277, -7.956], [-5.557, 6.713, -7.502], [-6.586, 4.736, -9.457], [-6.856, 6.467, -9.244], [-7.871, 5.305, -8.364], [-1.926, -0.846, 4.230], [-2.109, -0.584, 2.987], [-1.214, -0.351, 2.175], [-3.340, -0.588, 2.704], [-2.872, -0.953, 4.104]], "mulliken_charge": [-1.2420, -0.8328, -0.4019, -1.2020, 0.9201, -1.0596, -0.4803, -0.4435, -1.3455, -1.6034, -0.2970, -0.9785, -1.0982, -1.1628, -0.2768, -0.5329, -1.3515, 0.3029, 0.3411, 0.3718, 0.3405, 0.4352, 0.1267, 0.3616, 0.6235, 0.5383, 0.5666, 0.5842, 0.3698, 0.1982, 0.3093, 0.3764, 0.3611, 0.3730, 0.3342, 0.7860, 0.7222, 0.1648, 0.4976, 0.4661, 0.3531, 0.3720, 0.2606, 0.3754, 0.6985, 0.5592, 0.1872, 0.3324, 0.3368, 0.3163, 0.3474, 0.3731, 0.3256, -1.2419, -0.6201, -0.8715, -1.1767, 0.6944, -1.5818, -0.4710, -0.4557, -1.3561, -1.1602, -0.5780, -0.6793, -1.1258, -0.9845, -0.7613, -0.6234, -1.1536, 0.3915, 0.3271, 0.3379, 0.3219, 0.4160, 0.2797, 0.4690, 0.6975, 0.7543, 0.8440, 0.7080, 0.1829, 0.4441, 0.2609, 0.4796, 0.3707, 0.3205, 0.3486, 0.5992, 0.5159, 0.5480, 0.2796, 0.4923, 0.2395, 0.3788, 0.2737, 0.2745, 0.4362, 0.6545, 0.4064, 0.3247, 0.4012, 0.3970, 0.2948, 0.3313, 0.3449, -0.4964, 0.6867, -0.7751, -0.8042, 0.3888]}